6 unconnected molecules or ions with the total composition C4H19NO5 in a non-equilibrium geometry, computed with ωB97M-V/def2-TZVPD.

multiplicity: 1
F_max: 2.69 eV Å⁻¹
E_LUMO: 0.230 eV
DFT total energy: -16182.0841 eV
E_HOMO: -9.9781 eV
energy above the lowest of the compared OMol25 structures with the same formula, charge and spin: 210.5 kJ/mol
SMILES string: C=CCCN.O.O.O.O.O
Kohn-Sham gap: 0.3751 Eh

Last column: Löwdin charge in e.
Geometry (Å):
C: 1.301 -1.896 0.908  0.013
C: 0.058 -1.613 1.340  -0.168
C: -1.092 -1.624 0.364  -0.212
C: -2.411 -1.029 0.956  -0.276
N: -2.106 0.313 1.427  0.000
H: 1.478 -2.166 -0.138  0.054
H: 2.084 -2.123 1.579  0.047
H: -0.196 -1.558 2.385  0.096
H: -0.817 -0.981 -0.468  0.074
H: -1.287 -2.618 -0.032  0.119
H: -2.742 -1.736 1.736  0.105
H: -3.160 -1.076 0.136  0.115
H: -2.890 0.787 1.835  0.068
H: -1.307 0.356 2.024  0.042
O: -0.740 2.663 -0.728  -0.058
H: -0.826 2.490 0.210  0.011
H: -1.321 2.493 -1.462  0.058
O: 0.960 3.029 1.787  -0.046
H: 0.823 2.809 0.844  0.017
H: 0.151 2.598 2.094  0.021
O: 0.832 1.306 -2.360  -0.075
H: 0.903 2.154 -1.871  0.054
H: 0.552 0.629 -1.729  0.006
O: 3.463 0.022 -1.108  -0.052
H: 2.688 -0.433 -0.769  -0.018
H: 3.133 0.612 -1.793  0.016
O: 0.973 -1.523 -2.357  -0.069
H: 1.422 -0.670 -2.620  0.041
H: 0.074 -1.218 -2.191  0.014